# 1
{
  "formula": "C34H32I2IrN4O10P2",
  "method": "wB97M-V/def2-TZVPD",
  "symbols": ["Ir", "C", "C", "C", "C", "C", "C", "C", "C", "N", "C", "O", "C", "C", "C", "C", "C", "N", "C", "O", "N", "C", "C", "C", "C", "C", "C", "C", "C", "H", "H", "H", "H", "H", "H", "H", "H", "H", "H", "H", "H", "H", "H", "H", "H", "H", "H", "H", "H", "H", "C", "C", "O", "P", "O", "O", "O", "P", "O", "O", "O", "H", "H", "H", "H", "H", "H", "H", "I", "C", "C", "C", "I", "C", "C", "C", "C", "N", "C", "C", "O", "H", "H", "H", "H"],
  "positions_angstrom": [[0.026, -0.443, 0.104], [3.078, 1.027, -0.714], [2.622, 1.285, -2.108], [3.219, 2.291, -2.848], [2.906, 2.482, -4.183], [1.973, 1.658, -4.791], [1.350, 0.636, -4.101], [0.347, -0.227, -4.801], [1.674, 0.428, -2.731], [1.055, -0.567, -2.030], [1.082, -1.855, -2.453], [1.862, -2.299, -3.278], [0.036, -2.712, -1.805], [-0.023, -4.091, -1.943], [-1.066, -4.768, -1.326], [-2.022, -4.057, -0.613], [-1.877, -2.681, -0.511], [-0.877, -2.048, -1.108], [-2.815, -1.792, 0.252], [-3.948, -2.148, 0.548], [-2.261, -0.610, 0.550], [-3.000, 0.423, 1.090], [-2.880, 0.760, 2.457], [-2.004, -0.053, 3.351], [-3.612, 1.823, 2.957], [-4.459, 2.551, 2.139], [-4.591, 2.211, 0.803], [-3.874, 1.159, 0.260], [-4.049, 0.792, -1.183], [3.502, 1.923, -0.265], [3.841, 0.246, -0.731], [2.264, 0.648, -0.099], [3.965, 2.917, -2.383], [3.403, 3.253, -4.755], [1.733, 1.810, -5.834], [-0.037, 0.280, -5.683], [-0.483, -0.485, -4.145], [0.819, -1.158, -5.116], [0.733, -4.591, -2.529], [-1.131, -5.843, -1.399], [-2.861, -4.533, -0.131], [-0.962, 0.078, 3.059], [-2.236, -1.110, 3.237], [-2.120, 0.238, 4.394], [-3.529, 2.072, 4.006], [-5.020, 3.380, 2.544], [-5.269, 2.770, 0.175], [-4.264, 1.675, -1.783], [-4.886, 0.099, -1.284], [-3.156, 0.297, -1.560], [1.873, -4.812, 1.597], [2.310, -3.530, 2.254], [3.122, -3.743, 3.351], [0.889, -2.472, 2.741], [1.543, -1.175, 3.361], [0.409, -3.265, 4.039], [-0.240, -2.241, 1.810], [3.150, -2.450, 0.942], [3.954, -1.395, 1.884], [4.087, -3.210, 0.106], [1.958, -1.744, 0.367], [1.399, -5.472, 2.322], [2.735, -5.313, 1.158], [1.169, -4.569, 0.802], [3.213, -2.901, 3.822], [1.450, -0.394, 2.784], [-0.412, -2.923, 4.388], [4.879, -1.641, 1.885], [1.801, 2.245, 4.419], [1.009, 3.080, 2.661], [0.906, 4.451, 2.491], [0.357, 4.962, 1.338], [0.282, 7.062, 1.122], [-0.114, 4.116, 0.312], [-0.705, 4.543, -0.891], [-1.083, 3.624, -1.835], [-0.883, 2.263, -1.583], [-0.353, 1.831, -0.462], [0.035, 2.711, 0.482], [0.608, 2.163, 1.680], [0.748, 0.904, 1.832], [1.276, 5.114, 3.260], [-0.852, 5.599, -1.061], [-1.536, 3.930, -2.763], [-1.159, 1.516, -2.311]],
  "multiplicity": 2,
  "gap_ev": [5.9, 5.0],
  "e_homo_ha": [-0.3011, -0.3012],
  "s_squared": 1.018,
  "total_energy_ev": -99834.9810
}

=====

# 2
{
  "formula": "C8H20N2",
  "method": "wB97M-V/def2-TZVPD",
  "symbols": ["C", "C", "C", "N", "N", "H", "H", "H", "H", "H", "H", "H", "H", "H", "H", "C", "C", "C", "C", "C", "H", "H", "H", "H", "H", "H", "H", "H", "H", "H"],
  "positions_angstrom": [[0.324, 0.941, 2.062], [0.961, 0.375, 0.788], [1.218, 2.011, 2.685], [0.020, -0.079, 3.064], [1.070, 1.274, -0.299], [-0.628, 1.406, 1.779], [0.876, -0.502, 3.409], [-0.544, -0.823, 2.669], [0.957, 0.682, -1.195], [0.236, 1.855, -0.362], [0.268, -0.498, 0.398], [1.926, -0.097, 1.005], [1.431, 2.797, 1.961], [0.730, 2.447, 3.557], [2.168, 1.575, 3.000], [-0.845, -1.524, -0.565], [0.951, -1.166, -2.875], [-2.144, -0.990, -0.015], [-0.142, -0.422, -2.175], [-1.024, 0.359, -2.777], [-1.026, -2.249, -1.353], [-0.266, -2.136, 0.128], [1.310, -2.013, -2.285], [1.817, -0.517, -3.035], [0.632, -1.563, -3.842], [-2.741, -1.805, 0.402], [-2.749, -0.519, -0.787], [-1.989, -0.240, 0.760], [-1.805, 0.890, -2.250], [-0.991, 0.531, -3.851]],
  "multiplicity": 1,
  "gap_ev": 9.1,
  "e_homo_ha": -0.3110,
  "total_energy_ev": -11596.5307
}

=====

# 3
{
  "formula": "C31H53AsN2O5Si3Tc",
  "method": "wB97M-V/def2-TZVPD",
  "symbols": ["Tc", "C", "O", "C", "C", "O", "C", "C", "O", "C", "H", "H", "H", "H", "H", "H", "H", "H", "H", "H", "H", "H", "H", "H", "O", "N", "N", "O", "C", "C", "C", "C", "C", "C", "H", "H", "H", "H", "H", "C", "Si", "C", "C", "As", "Si", "C", "C", "C", "Si", "C", "C", "C", "H", "H", "H", "H", "H", "H", "H", "H", "H", "H", "H", "H", "H", "H", "H", "H", "H", "H", "H", "H", "H", "H", "H", "H", "H", "H", "H", "C", "C", "C", "C", "C", "C", "C", "C", "C", "C", "H", "H", "H", "H", "H", "H", "H"],
  "positions_angstrom": [[-1.515, 1.004, -0.225], [-3.736, -1.172, 0.062], [-3.285, 0.105, 0.600], [-3.389, 0.228, 2.046], [-2.007, 0.083, 2.616], [-1.156, 0.988, 1.867], [-0.359, 1.977, 2.593], [-0.719, 3.330, 2.045], [-0.368, 3.338, 0.672], [0.965, 3.801, 0.432], [-4.793, -1.284, 0.292], [-3.589, -1.127, -1.013], [-3.155, -1.985, 0.495], [-3.802, 1.217, 2.243], [-4.075, -0.531, 2.420], [-1.961, 0.322, 3.676], [-1.605, -0.922, 2.465], [-0.521, 1.849, 3.662], [0.678, 1.725, 2.361], [-1.796, 3.504, 2.099], [-0.215, 4.122, 2.605], [1.054, 4.839, 0.755], [1.703, 3.187, 0.952], [1.139, 3.741, -0.637], [0.336, 0.998, -0.827], [0.621, 0.491, -2.008], [-0.396, 0.077, -2.600], [-1.595, 0.209, -2.041], [-0.327, -0.526, -3.908], [-1.422, -0.383, -4.744], [-1.347, -0.948, -6.006], [-0.204, -1.631, -6.399], [0.877, -1.760, -5.536], [0.826, -1.206, -4.268], [-2.297, 0.163, -4.422], [-2.182, -0.851, -6.686], [-0.155, -2.071, -7.386], [1.760, -2.300, -5.847], [1.650, -1.307, -3.577], [2.849, -0.239, 4.436], [1.841, -1.718, 3.883], [0.206, -1.670, 4.814], [2.717, -3.320, 4.268], [1.350, -1.391, 1.595], [3.507, -1.038, 0.691], [4.868, -1.947, 1.591], [3.517, -1.590, -1.099], [3.769, 0.815, 0.776], [0.747, -3.510, 0.779], [0.392, -3.296, -1.061], [1.996, -4.872, 1.043], [-0.881, -3.951, 1.611], [3.003, -0.288, 5.517], [2.341, 0.704, 4.218], [3.834, -0.202, 3.969], [0.352, -2.025, 5.837], [-0.561, -2.299, 4.358], [-0.177, -0.648, 4.884], [3.123, -3.282, 5.282], [3.541, -3.520, 3.584], [2.027, -4.165, 4.222], [4.713, -3.026, 1.555], [4.958, -1.657, 2.637], [5.826, -1.737, 1.107], [3.523, -2.680, -1.172], [4.424, -1.222, -1.585], [2.657, -1.212, -1.654], [3.812, 1.163, 1.811], [2.951, 1.332, 0.270], [4.705, 1.101, 0.289], [1.284, -3.447, -1.670], [0.005, -2.295, -1.275], [-0.357, -4.023, -1.383], [3.017, -4.522, 0.875], [1.810, -5.698, 0.353], [1.946, -5.266, 2.058], [-1.689, -3.319, 1.234], [-0.839, -3.844, 2.696], [-1.152, -4.988, 1.395], [-1.496, 4.938, -4.313], [-0.549, 4.074, -3.742], [-0.866, 3.304, -2.651], [-2.150, 3.342, -2.071], [-2.571, 2.535, -0.956], [-3.821, 2.754, -0.393], [-4.711, 3.704, -0.912], [-4.361, 4.421, -2.021], [-3.087, 4.259, -2.620], [-2.738, 5.035, -3.748], [-1.237, 5.536, -5.175], [0.449, 4.024, -4.157], [-0.091, 2.705, -2.207], [-4.165, 2.177, 0.450], [-5.676, 3.839, -0.444], [-5.050, 5.134, -2.455], [-3.474, 5.719, -4.150]],
  "multiplicity": 4,
  "charge": 2,
  "gap_ev": [6.7, 5.0],
  "e_homo_ha": [-0.4687, -0.4686],
  "s_squared": 3.803,
  "total_energy_ev": -132879.0210
}

=====

Computed values of relative energy (zero: lowest compared OMol25 entry of this formula, charge and spin) (unit: kcal/mol) for the preceding records, in sequence: 118.7, 99.9, 31.2.